(1)
73
Properties=species:S:1:pos:R:3:forces:R:3 method="wB97M-V/def2-TZVPD" e_homo_ev=-4.35 homo_lumo_gap_ev=6.237 de_lowest_ev=1.059 total_charge=-1 fmax_ev_per_a=0.22
Zn -0.622842 0.348413 -0.708580 0.1 0.0 0.0
N -2.687226 2.579989 -3.180025 0.1 -0.1 0.0
C -1.731379 3.452986 -2.385384 0.0 0.0 0.1
C -1.783800 4.890503 -2.859396 0.0 0.0 0.0
P -2.252664 3.277240 -0.601416 0.0 -0.1 0.0
O -3.872852 3.309639 -0.952282 0.0 0.0 0.0
O -1.883798 4.453852 0.197954 0.0 0.0 0.0
O -1.933768 1.865636 -0.202093 0.0 0.1 0.0
P -0.110155 2.583792 -2.538730 0.1 0.1 0.0
O 0.287566 3.020029 -4.050060 0.0 0.0 0.0
O 0.843786 3.040121 -1.521652 0.0 0.0 0.0
O -0.572878 1.130792 -2.596413 -0.1 -0.1 0.0
H -3.633330 2.668312 -2.798480 0.0 0.0 0.0
H -2.310565 1.613484 -3.056990 0.0 0.1 0.0
H -2.656780 2.817735 -4.169753 0.0 0.0 0.0
H -2.778642 5.316298 -2.713610 0.0 0.0 0.0
H -1.489965 4.971775 -3.908620 0.0 0.0 0.0
H -1.085858 5.470728 -2.259186 0.0 0.0 0.0
H -4.399637 3.356551 -0.146622 0.0 0.0 0.0
H 1.168480 2.691784 -4.274810 0.0 0.0 0.0
C 3.010261 -3.206135 0.703581 0.0 0.0 0.0
C 1.528516 -2.872486 0.505215 0.0 0.0 0.0
C 0.718328 -4.149331 0.275765 0.0 0.0 0.0
C 0.998149 -2.056315 1.668621 0.0 0.0 0.0
C 0.770468 -2.671373 2.892642 0.0 0.0 0.0
C 0.280841 -1.953653 3.972401 0.0 0.0 0.0
C 0.010693 -0.605724 3.824712 0.0 0.0 0.0
C 0.236032 0.051802 2.617607 0.0 0.0 0.0
C -0.054102 1.538580 2.521250 0.0 0.0 0.0
C -1.491961 1.856961 2.935192 0.0 0.0 0.0
C 0.931182 2.358123 3.358681 0.0 0.0 0.0
C 0.744434 -0.678116 1.531784 0.0 0.0 0.0
N 1.008043 -0.055897 0.276856 0.0 0.1 0.2
C 2.312410 0.322263 0.084335 0.0 -0.1 0.0
C 3.257318 0.442580 1.121623 0.0 0.0 0.0
C 4.575231 0.809545 0.889083 0.0 0.0 0.0
C 5.029618 1.070765 -0.393056 0.0 0.0 0.0
C 4.130885 0.936701 -1.447193 0.0 0.0 0.0
C 2.833849 0.565301 -1.198201 0.0 0.0 0.0
F 2.014064 0.389618 -2.267304 0.0 0.0 0.0
H 3.397835 -3.761188 -0.154539 0.0 0.0 0.0
H 3.148308 -3.823153 1.596256 0.0 0.0 0.0
H 3.603735 -2.298607 0.820993 0.0 0.0 0.0
H 1.439283 -2.250554 -0.386945 0.0 0.0 0.0
H 0.810555 -4.840626 1.116916 0.0 0.0 0.0
H 1.077321 -4.667519 -0.616664 0.0 0.0 0.0
H -0.341401 -3.928170 0.139245 0.0 0.0 0.0
H 0.968685 -3.731617 3.002483 0.0 0.0 0.0
H 0.100950 -2.446915 4.920259 0.0 0.0 0.0
H -0.378718 -0.044797 4.666803 0.0 0.0 0.0
H 0.074912 1.840972 1.482040 0.0 0.0 0.0
H -1.633804 1.698746 4.008307 0.0 0.0 0.0
H -2.200800 1.228059 2.396645 0.0 0.0 0.0
H -1.719876 2.899897 2.707620 0.0 0.0 0.0
H 0.862101 2.088265 4.416786 0.0 0.0 0.0
H 0.706097 3.422281 3.262065 0.0 0.0 0.0
H 1.958412 2.198257 3.030543 0.0 0.0 0.0
H 2.936120 0.234038 2.133688 0.0 0.0 0.0
H 5.251760 0.892197 1.731672 0.0 0.0 0.0
H 6.054496 1.362909 -0.578579 0.0 0.0 0.0
H 4.429994 1.103370 -2.474747 0.0 0.0 0.0
F -3.074770 -5.982060 -2.404894 0.0 0.0 0.0
C -2.784729 -4.769531 -1.896041 0.0 0.0 0.0
C -3.346094 -4.351595 -0.701182 0.0 0.0 0.0
F -4.184706 -5.172512 -0.049492 0.0 0.0 0.0
C -3.054545 -3.107623 -0.181058 0.0 0.0 0.0
F -3.616293 -2.754696 0.984558 0.0 0.0 0.0
C -2.182470 -2.200262 -0.818826 0.0 -0.1 0.0
O -1.907618 -1.055463 -0.297975 -0.2 0.1 -0.1
C -1.644301 -2.665505 -2.032211 0.0 0.0 0.0
F -0.788059 -1.863897 -2.695570 0.0 0.0 0.0
C -1.928651 -3.910846 -2.557840 0.0 0.0 0.0
F -1.371680 -4.294721 -3.717762 0.0 0.0 0.0

---

(2)
64
Properties=species:S:1:pos:R:3:forces:R:3 method="wB97M-V/def2-TZVPD" e_homo_ev=-8.50 homo_lumo_gap_ev=7.319 de_lowest_ev=0.057 fmax_ev_per_a=1.31
C 0.417182 -0.744844 3.451243 0.0 -0.2 0.0
C 0.537261 -2.123970 2.811740 0.2 0.2 0.0
H -0.365645 -2.330041 2.238546 0.0 -0.1 0.0
H 0.621225 -2.883371 3.592593 -0.1 -0.1 -0.1
C 1.750766 -2.172812 1.884131 -0.2 0.0 0.1
N 1.717942 -3.252315 0.903951 0.3 0.0 0.0
C 1.615493 -4.583044 1.496378 -0.3 -0.2 0.2
H 2.263792 -5.272405 0.947587 0.0 0.1 0.0
C 0.188817 -5.148702 1.438820 0.2 0.0 -0.2
H -0.471393 -4.595256 2.104911 -0.1 0.0 0.1
H 0.221518 -6.184303 1.782729 0.0 0.0 0.1
C -0.394734 -5.111792 0.025673 -0.1 -0.2 0.2
N -0.722315 -3.760165 -0.366032 0.3 0.0 0.0
C -1.954343 -3.400376 -0.758379 -0.2 0.5 -0.2
O -2.869663 -4.191508 -0.896664 -0.4 -0.2 -0.1
C -2.143760 -1.909363 -1.055893 0.1 -0.2 0.1
C -1.314914 -1.465088 -2.264661 -0.3 0.2 0.0
C -1.548399 0.020565 -2.539574 0.3 -0.4 -0.6
N -1.263396 0.833186 -1.373839 1.0 0.3 0.1
S 0.344267 1.185155 -1.096197 -0.2 0.5 -0.1
O 1.079818 0.975776 -2.309776 -0.2 0.1 -0.2
O 0.846057 0.568568 0.101301 -0.3 0.3 0.0
C 0.252873 2.954923 -0.826899 0.4 -0.6 -0.7
C 0.658788 3.808825 -1.813562 0.0 -0.8 0.2
C 0.625003 5.207413 -1.643716 -0.2 0.6 0.4
C 0.194558 5.774287 -0.474788 0.2 0.2 -0.5
C -0.227912 4.923449 0.560005 -0.2 -0.9 0.4
N -0.683985 5.266104 1.766237 -0.1 0.6 0.4
S -1.043400 3.933948 2.580103 0.4 0.2 -1.1
N -0.655439 2.849692 1.461945 0.0 -0.5 0.4
C -0.208251 3.491158 0.382247 -0.3 0.8 1.0
H 0.173268 6.841734 -0.325812 0.0 0.1 0.0
H 0.956486 5.836123 -2.455647 0.0 0.1 -0.1
H 1.024351 3.377981 -2.732304 0.1 0.0 -0.1
C -2.017382 0.444082 -0.198795 0.0 -0.2 0.8
C -1.799952 -1.028283 0.146321 -0.3 0.1 -0.2
H -0.750526 -1.146732 0.412214 0.0 -0.1 0.1
H -2.419253 -1.296607 1.004023 0.0 0.0 0.1
H -3.074529 0.645554 -0.401799 0.1 0.0 0.0
H -1.681528 1.077350 0.623471 -0.3 -0.1 0.0
H -2.589742 0.202867 -2.823806 0.1 0.0 0.0
H -0.891277 0.368792 -3.336325 -0.2 -0.1 -0.1
H -0.252528 -1.609271 -2.064321 0.1 -0.1 -0.1
H -1.587550 -2.049173 -3.145161 0.1 0.0 0.0
H -3.206451 -1.786086 -1.296646 0.1 -0.1 0.0
H 0.022586 -3.098203 -0.167822 -0.2 0.1 0.0
H -1.317808 -5.694684 -0.027428 0.2 0.0 -0.1
H 0.327443 -5.532141 -0.683879 -0.1 -0.1 0.0
H 1.960543 -4.579833 2.539691 0.1 0.0 0.0
C 2.814955 -3.102843 -0.047945 0.0 0.2 -0.3
H 3.725419 -2.739336 0.456642 0.0 -0.1 0.0
C 2.459174 -2.152227 -1.192431 0.3 -0.1 0.1
C 3.665513 -1.852670 -2.072971 -0.2 0.0 0.1
H 4.463242 -1.402551 -1.486053 0.1 0.1 0.0
H 4.047640 -2.762624 -2.532843 0.1 -0.1 -0.1
H 3.383084 -1.154552 -2.856521 0.1 0.1 -0.1
H 1.680303 -2.615680 -1.801934 -0.1 0.0 0.0
H 2.071927 -1.213586 -0.797202 -0.1 -0.1 0.0
H 3.048520 -4.079431 -0.480167 0.0 0.0 0.1
H 1.783052 -1.233714 1.327375 0.1 0.0 0.1
H 2.668770 -2.231999 2.498003 0.0 0.0 -0.1
H -0.458423 -0.696532 4.095020 0.0 0.1 0.1
H 1.297776 -0.524850 4.051365 0.1 0.1 0.1
H 0.328976 0.016439 2.679050 0.0 0.1 0.0

---

(3)
8
Properties=species:S:1:pos:R:3:forces:R:3 method="wB97M-V/def2-TZVPD" e_homo_ev=-9.12 homo_lumo_gap_ev=7.546 de_lowest_ev=1.188 fmax_ev_per_a=3.56
C 1.376708 -0.096604 0.140858 3.2 1.0 -1.1
C 0.129895 -0.279872 -0.125413 -2.7 -2.3 0.1
C -0.886262 0.690720 0.141632 -2.0 1.0 -0.7
O -1.137926 1.816011 0.122794 0.2 -1.4 0.5
Br -2.996464 -0.976673 -0.058682 1.4 1.2 0.3
H 2.119405 -0.769162 -0.370612 -0.7 0.5 1.3
H 1.694667 0.860551 0.554130 0.3 -0.4 0.0
H -0.300025 -1.244972 -0.404706 0.2 0.4 -0.4

---

(4)
77
Properties=species:S:1:pos:R:3:forces:R:3 method="wB97M-V/def2-TZVPD" e_homo_ev=-12.56 homo_lumo_gap_ev=6.237 de_lowest_ev=0.000 total_charge=+2 fmax_ev_per_a=0.62
Sc -0.611064 0.497690 -0.501711 0.4 0.4 0.3
I -7.281412 1.620466 3.252722 -0.1 0.0 0.1
C -5.691751 1.199981 1.991356 0.1 0.0 -0.1
C -5.764656 1.545132 0.648888 0.0 0.0 0.0
C -4.700545 1.267596 -0.201453 -0.2 0.0 0.3
I -4.844677 1.765798 -2.213187 0.0 0.0 -0.1
C -3.559729 0.641726 0.286240 0.4 -0.2 -0.1
O -2.505218 0.365526 -0.496358 -0.6 0.0 -0.2
C -3.491741 0.280605 1.639078 -0.2 0.1 0.0
C -2.281244 -0.454321 2.134831 0.1 -0.1 0.1
N -1.008990 0.265610 1.850988 -0.1 -0.1 -0.1
C -0.932540 1.515426 2.616895 0.0 0.0 0.1
C 0.090562 2.444836 2.032964 0.0 0.1 0.1
C 0.616146 3.494613 2.779844 0.0 -0.1 0.0
C 1.523605 4.350095 2.189509 0.0 0.0 0.0
C 1.885365 4.137332 0.863328 0.0 0.0 0.0
C 1.318523 3.075520 0.195466 0.0 0.0 0.1
N 0.436221 2.234310 0.760697 0.0 0.0 -0.1
C -4.554639 0.569497 2.483388 0.0 0.0 -0.1
H -6.649335 2.030157 0.260617 0.0 0.0 0.0
H -2.202015 -1.427710 1.648997 0.0 0.0 0.0
H -2.381063 -0.637634 3.209259 0.0 0.0 0.0
H -0.250075 -0.336969 2.161832 0.0 0.0 0.0
H -0.714271 1.332328 3.673471 0.0 0.0 0.0
H -1.915913 1.993469 2.578178 0.0 0.0 0.0
H 0.308356 3.629083 3.807882 0.0 0.0 0.0
H 1.947645 5.171795 2.750705 0.0 0.0 0.0
H 2.594784 4.780229 0.362999 0.0 0.0 0.0
H 1.574764 2.872355 -0.836873 0.0 0.0 0.0
H -4.496456 0.292946 3.528631 0.0 0.0 0.0
O 5.737337 -0.083154 4.159044 0.0 0.0 -0.1
C 5.993720 0.212030 2.869357 0.0 0.1 0.1
O 7.099666 0.465172 2.500862 0.0 0.0 0.0
C 4.825478 0.224086 1.916414 0.0 -0.1 0.0
C 4.970739 0.983081 0.759720 0.0 0.0 0.0
C 3.965581 1.009551 -0.190347 0.0 0.0 0.1
C 2.814539 0.256745 0.009968 -0.1 0.0 -0.1
C 2.655080 -0.500131 1.162306 0.1 0.0 0.1
C 3.667055 -0.521357 2.110893 0.0 0.0 0.0
N 1.760956 0.243812 -0.954950 0.1 -0.1 -0.3
C 2.073431 0.010600 -2.168961 -0.1 0.0 0.0
C 1.029605 -0.075190 -3.205584 0.0 0.0 0.0
C 1.345791 -0.329098 -4.528092 0.0 0.0 0.1
C 0.308693 -0.438815 -5.449585 0.0 0.0 0.0
C -0.993612 -0.291878 -5.012724 0.0 0.0 0.1
C -1.225565 -0.029326 -3.664981 0.1 0.0 -0.1
N -0.237750 0.075870 -2.781374 0.0 0.0 0.1
H 4.789854 -0.100749 4.333272 0.0 0.0 0.0
H 5.886688 1.540038 0.617815 0.0 0.0 0.0
H 4.073639 1.618839 -1.078635 0.0 0.0 0.0
H 1.768467 -1.108924 1.292000 0.0 0.0 0.0
H 3.558394 -1.158381 2.980155 0.0 0.0 0.0
H 3.106130 -0.169794 -2.470665 0.0 0.0 0.0
H 2.377996 -0.439122 -4.831870 0.0 0.0 0.0
H 0.521189 -0.637757 -6.490973 0.0 0.0 0.0
H -1.829741 -0.373404 -5.692151 0.0 0.0 0.0
H -2.230778 0.100524 -3.276357 0.0 0.0 0.0
C 1.271592 -5.090754 0.164152 0.0 0.0 0.0
C 0.727561 -3.973322 -0.713213 0.0 0.0 -0.1
S -0.490428 -2.991228 0.191729 0.0 0.1 0.0
O -0.380495 -1.586727 -0.404628 0.2 -0.1 0.0
C -2.047071 -3.645277 -0.439537 0.0 -0.1 0.1
C -2.296425 -3.368829 -1.910119 0.0 0.0 0.0
H 2.005820 -5.665115 -0.397616 0.0 0.0 0.0
H 0.484745 -5.777120 0.475759 0.0 0.0 0.0
H 1.756274 -4.694016 1.054786 0.0 0.0 0.0
H 0.274854 -4.348015 -1.630261 0.0 0.0 0.0
H 1.491763 -3.244193 -0.987651 0.0 0.0 0.1
H -2.811985 -3.186127 0.189327 0.0 0.0 0.0
H -2.028883 -4.710550 -0.194364 0.0 0.0 0.0
H -2.167063 -2.308982 -2.124236 0.0 0.0 0.0
H -3.324673 -3.635691 -2.149513 0.0 0.0 0.0
H -1.643232 -3.950287 -2.558829 0.0 0.0 0.0
N -1.155688 2.557530 -1.610310 0.1 -0.1 0.0
H -0.519468 2.983534 -2.277898 0.0 0.0 0.0
H -1.398023 3.283458 -0.940712 0.0 0.0 0.0
H -2.020419 2.350978 -2.110633 0.0 0.0 0.0

---

(5)
12
Properties=species:S:1:pos:R:3:forces:R:3 method="wB97M-V/def2-TZVPD" e_homo_ev=-9.43 homo_lumo_gap_ev=10.293 de_lowest_ev=2.979 fmax_ev_per_a=1.85
O 1.529120 -0.725213 -1.555397 -1.0 0.3 0.0
C 0.704112 0.072447 -1.226270 -1.2 -0.4 -1.3
C -0.872879 -0.225700 -0.443101 0.9 -0.1 -0.4
C -0.170630 -1.015835 0.611745 0.0 -0.1 0.2
N 0.791550 0.069240 0.963441 -0.3 0.5 1.7
C 0.104493 1.145498 0.850165 0.5 -0.3 0.3
O -1.047614 1.059530 0.161026 0.2 0.2 -0.1
H 0.819519 1.164282 -1.368877 -0.1 0.0 -0.2
H -1.865566 -0.513470 -0.844203 1.1 0.0 -0.3
H -0.699963 -1.282637 1.531310 -0.2 -0.1 -0.2
H 0.308754 -1.892122 0.170962 0.2 0.2 0.2
H 0.399103 2.143979 1.149199 0.1 -0.1 0.1

---

(6)
94
Properties=species:S:1:pos:R:3:forces:R:3 method="wB97M-V/def2-TZVPD" e_homo_ev=-8.52 homo_lumo_gap_ev=8.498 fmax_ev_per_a=2.12
C 4.243947 -2.600770 4.002006 0.0 -0.6 -0.2
C 3.880362 -2.806538 2.547425 0.7 -0.6 -1.1
O 4.770576 -3.026441 1.733003 -0.8 0.5 0.6
N 2.541382 -2.759600 2.116887 0.3 0.7 1.2
C 2.334906 -1.776945 1.054726 0.2 -0.4 -0.5
C 1.494289 -2.716727 3.147562 0.2 0.0 -0.5
C 1.130173 -1.360342 3.730261 -0.4 -0.3 0.7
C 0.033050 -1.547913 4.806403 0.4 0.1 -0.6
C -0.879820 -0.332049 5.009984 0.1 -0.6 0.3
C -2.364713 -0.409681 4.573110 0.6 1.0 0.6
Br -3.088527 -1.861418 5.720251 -0.1 -0.1 -0.2
N -3.006397 0.820937 5.038842 1.1 0.7 -1.3
C -2.955135 1.753263 3.990655 -0.5 1.4 0.6
O -3.058683 2.960111 4.180871 0.2 -1.7 -0.3
C -2.709682 1.095742 2.602882 -0.3 0.2 1.8
C -3.863859 1.674766 1.780211 0.3 -0.2 -1.3
C -3.891973 1.415257 0.256631 -0.1 0.4 0.0
C -5.286361 1.323222 -0.341115 0.3 -0.3 -0.1
F -5.356741 2.084464 -1.503676 -0.1 0.2 0.0
C -1.297565 1.633599 2.245376 -0.2 -0.7 -0.4
C -0.885866 1.593640 0.782324 0.4 0.5 -0.1
C 0.598822 1.988884 0.542178 0.2 -0.2 0.0
C 1.242119 2.648604 1.727618 -0.1 1.4 0.5
O 1.041475 3.796094 2.051533 0.2 -1.2 -0.3
O 2.104432 1.845717 2.464607 -0.3 -0.2 -0.6
C -2.736641 -0.411032 3.067406 -1.5 -1.3 -0.8
P -4.479318 -1.287368 3.040556 0.3 -0.4 0.2
N -5.000695 -1.178796 1.383375 -0.3 0.0 0.8
O -5.460414 -0.199043 3.821383 0.2 -0.2 -0.4
P -1.605441 -1.515055 2.017398 0.3 0.6 0.3
O -2.229776 -1.323968 0.526352 0.2 -0.3 0.0
Br -2.199577 -3.644397 2.485986 -0.1 0.1 -0.1
H 4.034154 -1.595334 4.341285 -0.1 0.2 0.0
H 3.739409 -3.322035 4.635062 -0.2 0.0 0.2
H 5.303751 -2.797098 4.074829 0.2 0.1 0.0
H 2.616805 -0.773641 1.367829 -0.1 0.3 0.1
H 2.941358 -2.030586 0.194987 0.1 -0.1 -0.1
H 1.295538 -1.783448 0.745460 -0.2 0.0 0.0
H 0.604924 -3.138488 2.684976 -0.1 0.0 -0.1
H 1.759064 -3.408945 3.937222 0.1 -0.1 0.2
H 1.999839 -0.923648 4.209214 0.2 0.4 -0.1
H 0.732185 -0.708233 2.963235 0.3 0.2 -0.3
H -0.534386 -2.443967 4.569126 -0.3 -0.1 0.0
H 0.533334 -1.758074 5.745437 0.0 -0.2 0.2
H -0.939099 -0.181222 6.083210 -0.1 0.2 0.2
H -0.410889 0.567963 4.620061 -0.1 0.1 -0.2
H -2.489928 1.283924 5.777681 -0.4 -0.3 0.7
H -4.822886 1.414142 2.212207 0.0 -0.1 0.2
H -3.775881 2.748653 1.904289 -0.1 0.2 0.2
H -3.308001 0.561005 -0.050329 0.0 -0.2 0.1
H -3.452805 2.278631 -0.232716 0.1 0.1 -0.1
H -5.501246 0.305348 -0.644471 -0.2 -0.2 0.0
H -6.058765 1.671002 0.343319 -0.1 0.2 0.1
H -1.218140 2.641524 2.634570 0.0 0.3 -0.1
H -0.594474 1.005339 2.787336 0.2 0.1 0.1
H -1.500220 2.285516 0.222670 -0.1 0.1 -0.1
H -1.019760 0.615026 0.342502 -0.2 -0.2 0.0
H 0.651477 2.686709 -0.284095 0.0 0.1 -0.2
H 1.179778 1.111838 0.281881 0.1 -0.2 0.0
H 1.640322 1.596273 3.267392 0.1 0.1 0.5
H -5.349467 -2.108853 1.185225 -0.1 -0.1 -0.2
H -5.807776 -0.566185 1.309044 0.1 0.1 -0.4
H -6.151745 0.116145 3.232783 -0.2 0.2 0.2
H -2.752533 -2.072869 0.228709 -0.4 0.0 -0.1
C 2.038060 6.082023 -4.482149 -0.2 -0.1 -0.1
C 2.524616 4.971131 -3.577157 0.2 0.3 0.0
O 1.515788 3.968360 -3.377277 0.0 0.0 0.1
C 1.362054 3.106711 -4.379256 -0.1 0.1 0.1
O 1.992286 3.085601 -5.401847 0.1 0.0 -0.2
O 0.380001 2.267194 -4.053672 -0.1 -0.1 0.1
C 0.051585 1.322134 -5.073959 -0.1 -0.2 -0.1
H 1.106129 6.501368 -4.101551 0.0 0.1 0.1
H 2.782868 6.875351 -4.538818 0.0 0.0 0.0
H 1.851392 5.712660 -5.489487 0.1 0.0 0.0
H 2.739718 5.359746 -2.583947 -0.1 -0.1 0.1
H 3.433480 4.509470 -3.960901 -0.1 -0.1 -0.1
H 0.935388 0.783740 -5.407829 0.0 0.1 0.0
H -0.423422 1.827207 -5.913823 0.1 0.0 -0.1
H -0.650668 0.616770 -4.640158 0.0 0.1 0.2
C 4.322215 -3.756558 -4.218158 0.0 0.2 -0.1
C 3.041408 -4.418834 -4.677033 0.3 -0.3 0.2
O 2.081215 -3.455986 -5.140088 -0.1 0.0 0.1
C 2.290258 -2.989466 -6.367547 -0.1 0.0 0.1
O 3.171249 -3.317973 -7.114381 0.1 0.0 -0.1
O 1.341580 -2.090079 -6.631678 -0.1 0.1 -0.1
C 1.481376 -1.449088 -7.902029 0.0 0.2 -0.2
H 4.108460 -2.992535 -3.469984 0.0 -0.1 0.1
H 4.993885 -4.495473 -3.782313 0.0 0.0 0.0
H 4.833502 -3.275121 -5.050549 0.0 -0.1 0.0
H 2.557515 -4.925111 -3.844403 -0.1 0.1 0.0
H 3.227983 -5.157651 -5.455439 0.0 0.1 -0.1
H 1.566206 -2.174356 -8.707400 0.1 -0.1 0.1
H 2.352319 -0.795608 -7.896449 0.1 -0.1 0.0
H 0.589274 -0.848257 -8.053656 -0.1 0.0 0.2